Entry 1:
The following is a DFT calculation (wB97M-V/def2-TZVPD) of a cluster of 10 separate species, C35H60O30 in total.

As for the LUMO energy: 0.0490 eV. As for the SMILES: C[C@H]1COC(=O)O1.C[C@H]1COC(=O)O1.C[C@H]1COC(=O)O1.C[C@H]1COC(=O)O1.C[C@H]1COC(=O)O1.COC(=O)OC.COC(=O)OC.COC(=O)OC.COC(=O)OC.COC(=O)OC. The energy above the lowest of the compared OMol25 structures with the same formula, charge and spin comes out at 1156.62 kJ/mol. The largest force on an atom comes out at 0.1914 Eh/bohr.

Atoms and positions in Å:
O  -2.1214  -1.2899  -3.0460
O  5.7346  -2.7119  1.2900
O  -4.8784  4.6271  -2.5110
O  0.4556  1.1381  -0.3330
O  -5.6024  1.9471  0.4890
O  1.4946  -2.5759  7.8830
O  -3.2484  -2.6669  -1.4810
O  -1.6414  3.4851  2.2140
O  -5.0884  0.3291  2.0880
O  -2.7524  3.6941  -2.2220
O  0.4026  -6.6499  -0.1370
O  -5.7194  2.4101  2.6770
O  -0.9434  0.1771  1.2940
O  4.2626  -1.7279  2.6550
O  -0.5164  2.3191  3.7490
O  3.1436  -0.9389  -4.4670
O  2.4976  1.8631  -6.0690
O  2.6966  -0.1639  -2.4490
O  -3.5704  3.8251  -4.2910
O  0.3016  1.1421  -5.4540
O  1.3766  -1.3209  6.0340
O  1.5706  -5.3399  -1.5960
O  -2.6954  2.3711  3.7370
O  -3.9454  -0.4119  -1.7500
O  3.6126  -2.8189  0.8080
O  -0.1724  -4.5809  -0.6430
O  1.0486  -1.2519  -3.6060
O  1.2466  0.5911  1.9650
O  1.6196  2.6221  -4.0700
O  3.0806  -3.1349  6.2290
C  -3.7014  4.1141  -3.0430
C  4.4206  -0.4939  -3.9950
C  5.0066  0.3271  -1.6030
C  0.1066  -3.5919  -1.6450
C  -6.1044  3.6681  2.0330
C  -5.4234  1.4651  1.7090
C  0.6046  -5.5969  -0.7110
C  -6.2534  3.2601  0.4690
C  0.2426  0.7321  0.9850
C  -2.7054  3.9171  -0.7330
C  0.4366  2.7371  -3.2930
C  -1.9754  -0.0449  -3.6710
C  -2.4654  1.2561  4.5600
C  -0.8764  1.4541  4.8420
C  -3.1044  -1.5019  -2.1160
C  4.5276  -2.4149  1.6550
C  0.2476  -2.3789  -0.7440
C  -4.2824  -2.9059  -0.5170
C  1.3936  -4.1039  -2.3270
C  1.5176  1.8561  -5.1650
C  4.2856  -3.6409  -0.1890
C  -1.5824  2.8031  3.1760
C  3.9816  0.3381  -2.7280
C  2.1176  -0.8609  4.9190
C  1.7416  -3.8909  8.3460
C  -4.9874  4.7051  2.3010
C  2.3996  0.8911  -7.0390
C  2.6436  0.9011  1.4840
C  2.0486  -2.2899  6.7330
C  -0.3394  1.8041  6.2390
C  2.1926  -0.8609  -3.4760
C  -4.5024  4.1921  -5.2670
C  -2.0924  0.3261  0.4550
C  6.5286  -4.8509  0.0320
C  5.7146  -3.4939  0.1000
H  -3.1824  3.0661  -0.2740
H  2.3266  -1.7819  4.3390
H  4.9936  0.1501  -4.7260
H  2.5346  -0.0919  -6.6490
H  -4.1174  -3.9039  -0.1480
H  -0.5054  0.4321  4.6110
H  -0.8674  2.6001  6.5720
H  -5.0894  5.0511  -4.9810
H  6.2166  -2.7919  -0.6530
H  -4.2254  -2.1589  0.2970
H  -0.5484  0.9071  6.8690
H  2.7336  2.0041  1.4340
H  5.8526  0.5971  -2.1190
H  7.5586  -4.6899  -0.1520
H  -2.8524  -0.3679  0.7890
H  0.4536  -1.4179  -1.2360
H  -2.9344  0.4301  -3.9450
H  -2.7014  0.3761  3.8700
H  -4.0134  4.4451  2.0370
H  0.4006  1.7951  -2.7860
H  -1.4154  -0.0309  -4.6440
H  6.4006  -5.4849  0.9480
H  -5.2294  -2.7389  -1.0530
H  -5.1914  5.5961  1.6720
H  4.8076  1.1551  -0.9390
H  5.1866  -0.6969  -1.0600
H  -7.0714  4.0581  2.3050
H  -0.4514  2.9681  -3.7430
H  -7.1924  3.0401  0.1400
H  -1.8254  0.3141  -0.6300
H  1.1646  -4.1679  -3.3790
H  0.7556  1.9761  6.3480
H  -0.6524  -2.2039  -0.1040
H  6.0206  -5.4179  -0.7780
H  -3.9324  4.4531  -6.2120
H  2.2926  -3.5289  -2.3130
H  4.0206  -3.3949  -1.1630
H  3.3406  0.4501  2.2270
H  -3.3064  4.7551  -0.4230
H  1.6046  -0.0999  4.3900
H  3.4026  0.7771  -7.4500
H  -2.9684  1.3501  5.5440
H  -1.5194  0.6971  -2.9690
H  2.7856  -4.0579  8.5330
H  -1.6784  3.8571  -0.2630
H  0.2906  3.6081  -2.5600
H  1.1186  -4.0249  9.2450
H  -5.7984  3.8611  -0.2680
H  3.9306  -4.5799  -0.0480
H  3.0036  0.4671  0.5510
H  -4.9044  4.9441  3.4040
H  -2.5084  1.3051  0.3750
H  -5.2674  3.4921  -5.6250
H  -0.8244  -3.6139  -2.2410
H  1.5846  0.9591  -7.7730
H  1.0876  -2.3799  -0.0800
H  3.0666  -0.5339  5.3440
H  1.4596  -4.6049  7.6090
H  3.8746  1.3521  -3.1050
H  5.0926  -1.3039  -3.7200



Entry 2:
The following is a DFT calculation (wB97M-V/def2-TZVPD) of a structure of composition C35H61AlClLiMgN8O18S2.

As for the LUMO energy: -9.4224 eV. The energy above the lowest of the compared OMol25 structures with the same formula, charge and spin comes out at 1624.81 kJ/mol. Its total charge is +2. The largest force on an atom comes out at 0.1649 Eh/bohr.

Atoms and positions in Å:
Cl  -9.6060  3.9685  -0.4324
S  3.5792  2.7821  -1.4244
S  2.4080  -6.7669  7.7556
Al  6.9275  -6.2666  7.9720
Mg  -4.3340  2.8310  -5.6916
O  2.8525  1.7336  -0.6229
O  5.8372  -4.4410  4.6910
O  4.0357  2.8728  -5.9791
O  2.7772  -8.0684  7.2638
O  2.9096  -6.2520  9.0056
O  3.5755  4.1672  -0.7992
O  -2.5916  2.2008  -5.6579
O  -1.8574  -0.7691  -11.5448
O  2.6031  3.7771  -7.3135
O  0.7942  -6.6385  7.7504
O  -3.6776  -0.9659  -12.7450
O  -3.2744  0.6816  -11.3585
O  7.9389  -4.1793  5.0239
O  -2.4193  8.6536  -0.1917
O  5.1995  2.3042  -1.5062
O  3.3563  4.8925  -5.6251
O  6.9213  -5.8765  5.8956
O  -1.4386  6.0777  1.2408
N  3.3333  3.8475  -6.3107
N  6.8999  -4.8223  5.1974
N  -1.0603  -2.4324  -2.6241
N  0.5116  -0.8298  -1.7276
N  -1.8262  1.0210  -7.4817
N  -0.3863  3.8264  1.9687
N  0.1864  -1.1270  -4.2101
N  -1.9390  0.7899  -0.2135
C  0.3470  2.4739  -3.2261
C  1.9643  -0.0102  2.7353
C  -0.6826  2.9001  0.8072
C  -1.3255  1.0578  -1.5306
C  -2.2341  1.3925  2.4360
C  -7.4160  1.0438  0.8072
C  -1.6481  1.6382  0.9672
C  0.1263  -7.3841  9.9743
C  3.0060  2.9548  -3.1764
C  0.0329  -7.6046  8.4763
C  -6.8111  3.4389  -0.4896
C  6.4493  -1.0377  3.9963
C  3.0707  -0.9307  1.9853
C  -2.8850  -0.3448  -0.0119
C  -6.3810  1.9532  0.0296
C  -4.8828  1.5381  -0.2730
C  4.9783  -0.4272  3.7235
C  -0.9454  4.9671  1.5680
C  -2.9763  -0.3846  -11.9298
C  4.5648  -0.3299  2.1609
C  0.0026  3.2316  -0.5745
C  -0.6544  -0.5924  3.0605
C  -1.5893  0.1303  -2.8358
C  -0.4527  -1.0661  -2.8496
C  1.5007  3.5941  -3.3105
C  -2.5804  1.9582  -6.8751
C  -1.0043  0.9410  3.4259
C  -6.9504  -0.3755  1.3031
C  0.8771  -0.8654  3.5869
C  2.7427  -5.5655  6.4961
C  -1.8761  0.8021  -8.9168
C  -0.9338  0.2027  -6.6752
C  -0.3132  2.2667  -1.7752
C  -5.4467  -0.8122  1.0062
C  -4.4184  0.1244  0.2307
Li  1.8063  5.1661  -0.7811
H  -1.5214  -0.3383  -5.9308
H  -7.9687  3.5161  -0.3402
H  4.9389  0.6567  4.1446
H  2.2902  -4.6163  6.7837
H  -0.1256  1.6687  3.3115
H  -0.2242  0.8526  -6.1578
H  3.7115  3.7276  -3.6961
H  2.4458  0.7801  3.4330
H  2.3404  -5.9206  5.5488
H  -4.1226  2.1905  -0.8288
H  -0.4897  2.6845  -3.9960
H  -2.5834  1.4819  -9.3937
H  -1.3906  -1.3521  3.5476
H  3.8255  -5.4527  6.4260
H  -7.6959  -1.0305  1.8906
H  -3.0348  0.5783  2.5184
H  -2.5764  -0.9108  0.9596
H  3.0599  1.9917  -3.8019
H  -0.3923  -0.5067  -7.3018
H  0.7076  4.1359  -0.5978
H  -2.0178  7.8674  0.1991
H  -8.4783  1.4773  0.9948
H  -6.2934  4.1904  0.2265
H  1.3719  0.6073  1.9400
H  7.1391  -0.2376  4.4743
H  1.3409  4.5064  -2.6227
H  -1.7654  -2.6145  -3.3580
H  0.3076  -2.1512  -4.3943
H  1.0723  -1.9947  3.5162
H  -0.6216  -0.7950  1.9149
H  3.0565  -1.9928  2.4221
H  0.8644  -0.5934  4.7189
H  5.7228  2.7448  -0.7873
H  4.2111  -1.0652  4.3178
H  -2.6327  -0.3877  -2.7875
H  0.3435  -8.6191  8.2051
H  -1.4964  -2.5000  -1.6913
H  -2.8920  -1.1319  -0.8434
H  -3.3496  8.5925  0.0616
H  5.2871  -0.9467  1.5012
H  4.6194  0.7705  1.8384
H  -1.0093  -7.4931  8.1634
H  1.1454  -7.5484  10.3354
H  -1.3613  0.9552  4.5213
H  -0.8807  0.9694  -9.3350
H  1.1469  -0.7478  -4.2096
H  -0.5319  -8.0701  10.5108
H  -2.1849  -0.2276  -9.1066
H  1.4477  -0.5393  -2.0694
H  6.3875  -1.9005  4.7710
H  -5.1451  -1.8497  1.4184
H  6.9440  -1.4903  3.0569
H  -1.5856  0.7247  -3.8203
H  -2.6385  2.4180  2.8161
H  0.8446  1.4708  -3.5443
H  2.8074  -0.9506  0.8583
H  -6.4477  3.6379  -1.5593
H  -0.1438  -6.3557  10.2298
H  0.6730  -1.7059  -1.2002
H  -3.2187  2.5196  -7.5808
H  1.4680  4.0190  -4.3966



How do the records compare in E? In the order shown, they have -98682.480; -132453.474 eV.